{"formula": "C62H48Cl5CrFGeN2O2P3", "method": "wB97M-V/def2-TZVPD", "lumo_ev": [-6.22, -5.84], "multiplicity": 2, "charge": 2, "orbital_gap_ev": [6.925, 7.314], "s_squared": 0.791, "species": ["Cr", "F", "Ge", "C", "C", "C", "C", "C", "C", "P", "C", "C", "C", "C", "C", "C", "C", "C", "C", "C", "C", "C", "C", "C", "C", "C", "C", "C", "P", "C", "C", "C", "C", "C", "C", "C", "C", "C", "C", "C", "C", "C", "C", "C", "C", "C", "C", "P", "C", "C", "C", "C", "C", "C", "C", "C", "C", "C", "C", "C", "H", "H", "H", "H", "H", "H", "H", "H", "H", "H", "H", "H", "H", "H", "H", "H", "H", "H", "H", "H", "H", "H", "H", "H", "H", "H", "H", "H", "H", "H", "H", "H", "H", "H", "H", "H", "H", "H", "H", "H", "H", "H", "Cl", "C", "C", "Cl", "C", "Cl", "C", "O", "C", "Cl", "C", "Cl", "C", "N", "C", "N", "O", "H", "H", "H", "H", "H", "H"], "positions_angstrom": [[-0.03, -0.38, 0.39], [-0.23, 2.99, -3.93], [-0.14, 1.92, -2.51], [-0.36, 3.40, -1.23], [-0.58, 4.64, -1.85], [-0.71, 5.81, -1.13], [-0.63, 5.78, 0.26], [-0.43, 4.58, 0.89], [-0.29, 3.38, 0.17], [-0.21, 1.92, 1.25], [1.13, 2.22, 2.43], [2.04, 3.26, 2.26], [3.01, 3.51, 3.23], [3.09, 2.70, 4.36], [2.22, 1.63, 4.51], [1.25, 1.40, 3.55], [-1.76, 2.26, 2.19], [-1.83, 2.27, 3.58], [-3.01, 2.63, 4.22], [-4.12, 2.99, 3.48], [-4.06, 2.97, 2.09], [-2.89, 2.59, 1.45], [-1.73, 0.88, -3.15], [-2.09, 1.24, -4.46], [-3.28, 0.80, -5.04], [-4.14, 0.00, -4.33], [-3.79, -0.39, -3.05], [-2.59, 0.00, -2.46], [-2.29, -0.72, -0.82], [-2.31, -2.55, -1.07], [-1.95, -3.40, -0.02], [-2.07, -4.77, -0.13], [-2.52, -5.34, -1.31], [-2.81, -4.52, -2.39], [-2.70, -3.14, -2.27], [-3.93, -0.48, -0.02], [-4.70, 0.64, -0.34], [-5.96, 0.81, 0.19], [-6.47, -0.12, 1.09], [-5.71, -1.23, 1.42], [-4.46, -1.42, 0.87], [1.77, 1.49, -2.85], [2.26, 2.09, -4.02], [3.61, 2.07, -4.34], [4.51, 1.44, -3.51], [4.05, 0.82, -2.36], [2.69, 0.84, -2.01], [2.32, -0.11, -0.50], [3.60, 0.59, 0.62], [4.13, 1.86, 0.39], [5.21, 2.32, 1.13], [5.74, 1.54, 2.15], [5.16, 0.31, 2.44], [4.11, -0.16, 1.67], [2.97, -1.78, -0.94], [3.42, -2.08, -2.23], [3.94, -3.33, -2.53], [4.02, -4.31, -1.56], [3.53, -4.04, -0.29], [3.00, -2.80, 0.01], [-0.65, 4.69, -2.93], [-0.88, 6.74, -1.65], [-0.73, 6.69, 0.83], [-0.40, 4.55, 1.97], [2.00, 3.90, 1.39], [3.70, 4.33, 3.10], [3.85, 2.90, 5.11], [2.28, 0.99, 5.38], [0.57, 0.57, 3.69], [-0.96, 2.04, 4.19], [-3.05, 2.64, 5.30], [-5.03, 3.30, 3.97], [-4.92, 3.26, 1.51], [-2.84, 2.61, 0.37], [-1.46, 1.89, -5.03], [-3.52, 1.11, -6.04], [-5.08, -0.32, -4.76], [-4.48, -1.02, -2.49], [-1.56, -3.00, 0.91], [-1.81, -5.40, 0.71], [-2.64, -6.41, -1.39], [-3.13, -4.95, -3.33], [-2.93, -2.53, -3.14], [-4.32, 1.37, -1.05], [-6.55, 1.67, -0.09], [-7.46, 0.01, 1.51], [-6.10, -1.97, 2.11], [-3.91, -2.32, 1.12], [1.59, 2.60, -4.69], [3.95, 2.56, -5.25], [5.56, 1.42, -3.74], [4.76, 0.32, -1.72], [3.73, 2.49, -0.39], [5.64, 3.28, 0.90], [6.59, 1.89, 2.72], [5.55, -0.29, 3.25], [3.70, -1.13, 1.89], [3.41, -1.33, -3.01], [4.31, -3.52, -3.53], [4.46, -5.28, -1.79], [3.58, -4.80, 0.49], [2.58, -2.63, 0.98], [-0.94, -2.86, 7.07], [-0.38, -2.48, 5.50], [-1.22, -1.85, 4.59], [-2.84, -1.44, 4.97], [-0.70, -1.54, 3.35], [-1.68, -0.79, 2.15], [0.60, -1.77, 2.92], [0.98, -1.33, 1.71], [1.41, -2.46, 3.84], [3.00, -2.94, 3.42], [0.93, -2.79, 5.11], [1.96, -3.59, 6.22], [0.58, -4.49, -3.22], [0.37, -3.56, -2.13], [0.36, -2.23, -2.26], [0.49, -1.70, -3.48], [0.21, -1.51, -1.23], [0.63, -5.49, -2.81], [1.52, -4.29, -3.74], [-0.25, -4.46, -3.93], [0.25, -3.90, -1.20], [0.67, -2.27, -4.28], [0.65, -0.71, -3.56]], "mulliken_spin": [1.038, 0.002, 0.033, -0.025, 0.003, 0.001, 0.000, -0.004, 0.022, -0.016, -0.019, -0.016, -0.010, 0.013, -0.011, 0.027, -0.013, 0.008, -0.001, 0.000, -0.003, 0.001, -0.037, 0.004, -0.001, 0.001, -0.006, 0.019, 0.008, 0.008, -0.012, -0.002, 0.004, -0.007, -0.024, 0.013, 0.002, 0.000, -0.001, 0.000, -0.001, 0.016, 0.001, 0.007, -0.009, 0.009, -0.050, -0.028, 0.013, 0.000, 0.004, -0.005, 0.004, -0.005, -0.010, -0.011, 0.000, 0.001, 0.004, -0.005, 0.000, 0.000, 0.000, 0.001, 0.001, -0.001, 0.001, 0.000, 0.011, -0.002, 0.000, 0.000, 0.000, 0.000, 0.001, 0.000, 0.000, 0.000, 0.013, 0.000, 0.000, 0.000, 0.000, 0.000, 0.000, 0.000, 0.000, -0.001, 0.000, 0.000, 0.000, 0.003, 0.000, 0.000, 0.000, 0.000, 0.000, 0.000, 0.001, 0.000, 0.001, 0.013, 0.000, -0.023, 0.027, 0.000, -0.023, 0.012, 0.014, -0.023, -0.015, 0.000, 0.031, 0.000, 0.001, 0.005, 0.008, -0.001, 0.011, 0.000, 0.000, 0.000, -0.001, -0.001, 0.000]}